i.
This record from the OMol25 dataset describes an isolated ion of composition C6H13O and charge +1. The level of theory is wB97M-V/def2-TZVPD.

Geometry as ORCA input:
```
! RIJCOSX wB97M-V def2-TZVPD def2/J DEFGRID3
* xyz 1 1
C 0.17 2.40 -0.23
C -0.60 -1.61 -1.07
C -1.80 0.01 0.54
C 2.21 -0.29 0.15
C -0.55 -0.81 0.29
C 0.66 0.24 0.47
O 0.53 1.25 -0.56
H 0.01 3.11 -1.13
H -0.16 2.70 0.78
H 0.38 -1.76 -1.47
H -0.98 -2.66 -0.62
H -1.32 -1.36 -1.79
H -1.70 0.66 1.39
H -1.99 0.57 -0.32
H -2.60 -0.67 0.51
H 2.19 -1.27 0.70
H 2.82 0.46 0.63
H 2.40 -0.27 -0.91
H -0.33 -1.41 1.18
H 0.66 0.70 1.48
*
```

ii.
This record from the OMol25 dataset describes a 2-piece molecular cluster, C6H13O overall. The level of theory is wB97M-V/def2-TZVPD.

Geometry as ORCA input:
```
! RIJCOSX wB97M-V def2-TZVPD def2/J DEFGRID3
* xyz 1 1
C -2.20 -2.52 -0.34
C -1.40 -1.93 -1.20
C 1.83 2.64 1.00
C -0.33 0.15 -1.46
C 1.95 1.26 1.29
C -0.26 -0.79 0.81
O -0.43 -1.04 -0.61
H -2.99 -3.29 -0.54
H -2.14 -2.14 0.60
H -1.18 -1.91 -2.31
H 0.72 2.80 0.73
H 2.38 3.08 0.20
H 1.99 2.99 1.93
H 0.43 0.76 -1.01
H -0.10 -0.13 -2.51
H -1.24 0.57 -1.62
H 2.76 0.71 0.71
H 1.22 0.78 1.92
H -1.03 -0.26 1.24
H 0.04 -1.72 1.18
*
```

Least stable of them? ii.

i.
This record from the OMol25 dataset describes one molecule with the formula C20H22FN3O2. The level of theory is wB97M-V/def2-TZVPD.

Geometry as ORCA input:
```
! RIJCOSX wB97M-V def2-TZVPD def2/J DEFGRID3
* xyz 0 1
O 0.78 1.28 0.91
C -0.42 1.10 1.03
N -1.33 1.91 0.47
C -0.96 3.00 -0.42
C -1.54 2.79 -1.79
C -1.20 1.67 -2.55
C -1.75 1.48 -3.81
C -2.65 2.39 -4.33
C -3.00 3.51 -3.59
C -2.44 3.69 -2.34
F -2.81 4.78 -1.63
C -0.96 -0.06 1.88
C -2.35 -0.58 1.48
C -2.30 -1.18 0.08
C -1.22 -2.27 0.02
N 0.07 -1.77 0.45
C 0.86 -1.20 -0.52
O 0.46 -0.97 -1.65
N 2.17 -0.94 -0.20
C 2.99 -1.45 0.80
C 2.76 -2.70 1.38
C 3.63 -3.18 2.35
C 4.73 -2.44 2.74
C 4.96 -1.21 2.16
C 4.10 -0.72 1.20
C 0.05 -1.22 1.79
H -2.32 1.73 0.56
H 0.13 3.00 -0.46
H -1.31 3.95 0.00
H -0.50 0.95 -2.16
H -1.48 0.60 -4.37
H -3.08 2.24 -5.31
H -3.70 4.24 -3.97
H -0.99 0.30 2.91
H -3.11 0.19 1.55
H -2.63 -1.37 2.19
H -2.06 -0.42 -0.66
H -3.27 -1.62 -0.18
H -1.12 -2.64 -1.00
H -1.49 -3.10 0.69
H 2.60 -0.26 -0.81
H 1.92 -3.29 1.06
H 3.44 -4.15 2.79
H 5.40 -2.82 3.50
H 5.82 -0.62 2.46
H 4.29 0.25 0.74
H 1.04 -0.85 2.06
H -0.23 -2.01 2.49
*
```

Calculated values
Structure (SMILES): O=C(NCc1ccccc1F)[C@H]1CCCN(C(=O)Nc2ccccc2)C1

ii.
This record from the OMol25 dataset describes one molecule with the formula C20H22FN3O2. The level of theory is wB97M-V/def2-TZVPD.

Geometry as ORCA input:
```
! RIJCOSX wB97M-V def2-TZVPD def2/J DEFGRID3
* xyz 0 1
O -1.09 2.56 1.58
C -0.24 1.71 1.34
C 0.47 1.97 0.15
C 1.75 2.39 0.20
C 2.54 2.37 -1.02
C 1.93 2.04 -2.20
O 2.70 2.11 -3.29
C 2.78 1.15 -4.26
C 2.87 -0.25 -3.90
C 2.88 -1.10 -4.99
C 2.93 -0.60 -6.30
C 2.95 0.79 -6.55
F 2.87 1.27 -7.79
C 2.93 1.63 -5.55
N 0.61 1.89 -2.21
C -0.14 1.89 -1.12
N 0.10 0.72 2.21
C 0.79 -0.44 1.79
C -0.12 -1.69 1.81
C -1.60 -1.40 1.46
N -2.34 -1.07 2.66
C -3.79 -1.48 2.72
C -4.01 -3.02 2.86
C -4.27 -2.02 4.06
C -2.01 0.27 3.40
C -0.58 0.66 3.48
H 2.08 2.66 1.13
H 3.64 2.45 -1.03
H 2.79 -0.56 -2.85
H 2.76 -2.19 -4.72
H 2.91 -1.35 -7.04
H 3.01 2.72 -5.81
H -1.17 1.82 -1.18
H 1.29 -0.42 0.86
H 1.68 -0.56 2.36
H -0.08 -2.12 2.77
H 0.45 -2.45 1.19
H -1.88 -2.35 0.96
H -1.65 -0.68 0.60
H -4.54 -0.93 2.08
H -3.15 -3.64 3.18
H -4.78 -3.57 2.42
H -5.25 -1.94 4.40
H -3.61 -1.88 4.86
H -2.35 0.17 4.39
H -2.57 0.98 2.81
H -0.39 1.59 3.99
H -0.09 -0.08 4.11
*
```

Calculated values
Structure (SMILES): O=C(c1ccc(Oc2cccc(F)c2)nc1)N1CCCN(C2CC2)CC1

Least stable of them? ii.

i.
This record from the OMol25 dataset describes one molecule with the formula C4H7OP. The level of theory is wB97M-V/def2-TZVPD.

Geometry as ORCA input:
```
! RIJCOSX wB97M-V def2-TZVPD def2/J DEFGRID3
* xyz 0 1
C 1.22 -0.24 -0.25
C -0.74 1.32 0.75
C -0.68 -1.38 -1.29
C 0.43 0.37 0.96
O 0.33 -0.40 -1.34
P -1.12 -0.18 1.79
H 1.79 0.63 -0.58
H 1.74 -1.12 0.02
H -0.61 2.31 1.13
H -1.25 1.39 -0.21
H -1.38 -1.13 -2.04
H -0.79 -2.29 -0.80
H 1.03 0.71 1.86
*
```

ii.
This record from the OMol25 dataset describes a 2-piece molecular cluster, C4H7OP overall. The level of theory is wB97M-V/def2-TZVPD.

Geometry as ORCA input:
```
! RIJCOSX wB97M-V def2-TZVPD def2/J DEFGRID3
* xyz 0 1
C -1.41 0.30 0.06
C 3.26 0.76 -0.39
C 2.07 -0.06 -0.22
C -2.89 0.36 0.27
O 2.97 0.03 0.80
P -0.37 1.60 0.02
H -1.01 -0.69 -0.09
H 4.11 0.42 -0.96
H 3.17 1.84 -0.29
H 1.83 -0.99 -0.68
H -3.40 0.46 -0.70
H -3.18 1.21 0.89
H -3.25 -0.56 0.73
*
```

Least stable of them? ii.

i.
This record from the OMol25 dataset describes C2H9N2OP as an isolated structure. The level of theory is wB97M-V/def2-TZVPD.

Geometry as ORCA input:
```
! RIJCOSX wB97M-V def2-TZVPD def2/J DEFGRID3
* xyz 0 1
C -1.40 -0.26 -1.10
C -0.97 -0.76 0.26
N -0.11 0.32 0.78
N -0.48 1.33 1.33
O 1.74 -0.64 -1.09
P 2.12 0.19 0.07
H -2.21 0.42 -0.86
H -0.70 0.10 -1.78
H -1.76 -1.09 -1.64
H -1.95 -0.84 0.79
H -0.46 -1.73 0.19
H 2.05 1.52 0.14
H -1.48 1.56 1.52
H 2.09 -0.27 1.35
H 3.52 0.14 0.04
*
```

ii.
This record from the OMol25 dataset describes C2H9N2OP as an isolated structure. The level of theory is wB97M-V/def2-TZVPD.

Geometry as ORCA input:
```
! RIJCOSX wB97M-V def2-TZVPD def2/J DEFGRID3
* xyz 0 1
C 0.49 -0.18 1.94
C 0.01 0.95 1.00
N -0.76 -1.24 -2.61
N -2.54 -1.18 -0.66
O -0.22 0.63 -0.36
P -0.89 -1.34 -0.99
H 0.95 -1.07 1.35
H 1.21 0.19 2.77
H -0.41 -0.71 2.37
H 0.82 1.69 0.82
H -0.84 1.34 1.44
H -1.14 -0.49 -3.13
H 0.07 -1.54 -3.06
H -2.81 -1.26 0.28
H -3.21 -0.62 -1.32
*
```

Least stable of them? i.

i.
This record from the OMol25 dataset describes an isolated ion of composition C5H10N2 and charge +2. The level of theory is wB97M-V/def2-TZVPD.

Geometry as ORCA input:
```
! RIJCOSX wB97M-V def2-TZVPD def2/J DEFGRID3
* xyz 2 1
C -1.18 -1.21 0.56
C -0.33 0.96 0.07
C 1.97 0.21 0.02
C 3.03 -0.42 -0.56
C -2.48 0.31 -0.69
N 0.97 0.97 0.07
N -1.26 -0.10 -0.08
H -0.48 -1.76 1.08
H -0.79 1.92 -0.07
H -1.98 -1.95 0.48
H 3.26 -1.47 -0.18
H 3.91 0.08 -0.18
H 2.96 -0.46 -1.66
H -2.87 -0.23 -1.58
H -2.41 1.40 -0.94
H -3.26 0.32 0.22
H 1.28 2.01 -0.23
*
```

ii.
This record from the OMol25 dataset describes a 2-piece molecular cluster, C5H10N2 overall. The level of theory is wB97M-V/def2-TZVPD.

Geometry as ORCA input:
```
! RIJCOSX wB97M-V def2-TZVPD def2/J DEFGRID3
* xyz 2 1
C -1.57 -1.56 -0.41
C 1.20 0.60 -1.38
C -0.97 0.80 0.19
C -0.59 2.06 0.66
C 1.92 -0.96 0.46
N -1.44 -0.22 -0.07
N 1.44 -0.07 -0.45
H -0.75 -2.16 0.18
H -2.63 -1.92 -0.12
H 0.76 1.28 -1.98
H -1.65 -1.53 -1.52
H -0.27 2.06 1.77
H 0.23 2.54 0.13
H -1.59 2.56 0.63
H 1.19 -1.18 1.18
H 2.75 -0.51 0.96
H 1.94 -1.81 -0.22
*
```

iii.
This record from the OMol25 dataset describes an isolated ion of composition C5H10N2 and charge +2. The level of theory is wB97M-V/def2-TZVPD.

Geometry as ORCA input:
```
! RIJCOSX wB97M-V def2-TZVPD def2/J DEFGRID3
* xyz 2 1
C -0.94 1.05 -0.54
C 0.34 -0.85 0.15
C -2.21 0.27 -0.10
C 1.24 -1.92 0.32
C 1.38 1.34 0.19
N -2.07 -0.96 -0.01
N 0.18 0.37 0.01
H -0.80 1.00 -1.74
H -0.80 2.06 -0.17
H -3.12 0.93 0.06
H 2.17 -1.70 -0.35
H 0.87 -2.91 -0.01
H 1.67 -2.00 1.42
H 1.08 2.31 -0.14
H 2.35 1.23 -0.37
H 1.50 1.42 1.26
H -2.84 -1.62 0.05
*
```

Least stable of them? i.

i.
This record from the OMol25 dataset describes a 7-piece molecular cluster, H14O6S2 overall. The level of theory is wB97M-V/def2-TZVPD.

Geometry as ORCA input:
```
! RIJCOSX wB97M-V def2-TZVPD def2/J DEFGRID3
* xyz 0 1
S 2.14 1.36 -0.28
S 1.81 2.31 -2.15
H 1.53 2.41 0.29
H 2.47 3.46 -1.97
O -0.26 -1.98 -0.37
H 0.30 -1.62 -1.06
H -0.38 -2.91 -0.52
O 1.55 -1.83 1.82
H 1.14 -2.18 1.02
H 1.66 -0.87 1.80
O -1.15 1.94 0.10
H -1.83 1.44 -0.38
H -1.06 1.37 0.87
O -1.06 -0.62 2.04
H -0.74 -1.27 2.68
H -0.91 -1.12 1.20
O -3.06 0.96 0.32
H -3.98 0.73 0.44
H -2.75 0.89 1.22
O 1.63 -1.21 -2.28
H 1.69 -0.42 -1.71
H 1.26 -0.86 -3.09
*
```

Calculated values
Structure (SMILES): SS.O.O.O.O.O.O

ii.
This record from the OMol25 dataset describes a 7-piece molecular cluster, H14O6S2 overall. The level of theory is wB97M-V/def2-TZVPD.

Geometry as ORCA input:
```
! RIJCOSX wB97M-V def2-TZVPD def2/J DEFGRID3
* xyz 0 1
S -5.11 2.26 -0.47
S -3.49 1.20 0.35
H -5.87 2.06 0.61
H -3.43 0.25 -0.60
O 2.82 0.51 -1.72
H 2.77 0.49 -0.75
H 3.28 1.34 -1.88
O 1.45 -2.47 -1.50
H 1.24 -1.65 -1.97
H 2.27 -2.24 -1.03
O -0.66 -1.77 1.31
H -0.12 -2.57 1.38
H -0.77 -1.64 0.36
O -0.53 -3.55 -3.65
H -1.28 -3.68 -3.07
H 0.20 -3.21 -3.11
O 0.41 1.22 0.77
H 0.40 0.24 0.81
H -0.50 1.49 0.58
O 2.09 4.20 4.73
H 1.78 3.46 4.18
H 3.04 4.06 4.68
*
```

Calculated values
Structure (SMILES): SS.O.O.O.O.O.O

Least stable of them? i.

i.
This record from the OMol25 dataset describes one molecule with the formula C2H7N2. The level of theory is wB97M-V/def2-TZVPD.

Geometry as ORCA input:
```
! RIJCOSX wB97M-V def2-TZVPD def2/J DEFGRID3
* xyz 0 2
C 0.59 -0.66 1.44
N -0.23 0.07 0.51
C -0.22 -0.12 -0.86
N -0.58 0.91 -1.72
H 0.87 0.00 2.26
H 0.07 -1.54 1.84
H 1.51 -1.00 0.97
H -0.66 0.90 0.87
H 0.20 -1.05 -1.21
H -1.29 1.56 -1.44
H -0.26 0.95 -2.67
*
```

ii.
This record from the OMol25 dataset describes one molecule with the formula C2H7N2. The level of theory is wB97M-V/def2-TZVPD.

Geometry as ORCA input:
```
! RIJCOSX wB97M-V def2-TZVPD def2/J DEFGRID3
* xyz 0 2
C 0.05 -1.09 0.22
C 0.95 0.00 0.17
N 0.48 1.19 -0.64
N -1.29 -0.81 0.57
H 0.18 -2.02 -0.32
H 1.91 0.16 0.62
H -0.42 1.53 -0.31
H 0.42 1.01 -1.65
H 1.16 1.95 -0.56
H -1.46 -0.39 1.48
H -1.99 -1.53 0.41
*
```

Least stable of them? ii.

i.
This record from the OMol25 dataset describes one molecule with the formula C19H30N2O2. The level of theory is wB97M-V/def2-TZVPD.

Geometry as ORCA input:
```
! RIJCOSX wB97M-V def2-TZVPD def2/J DEFGRID3
* xyz 0 1
C -6.73 -1.55 1.22
C -6.22 -1.83 -0.19
O -5.75 -0.67 -0.84
C -4.54 -0.14 -0.50
C -3.62 -0.71 0.37
C -2.42 -0.07 0.62
C -2.10 1.13 0.01
C -0.78 1.81 0.31
N 0.29 0.83 0.31
C 0.59 0.29 -1.00
C 1.44 -0.96 -0.86
N 2.64 -0.67 -0.09
C 3.52 -1.81 0.00
C 4.19 -2.23 -1.32
C 5.54 -2.30 -0.60
C 4.92 -1.52 0.57
C 2.25 -0.18 1.23
C 1.48 1.14 1.07
C 2.47 2.19 0.52
C 1.92 3.60 0.29
O 1.26 3.77 -0.94
C -3.02 1.69 -0.86
C -4.22 1.07 -1.11
H -7.13 -2.46 1.65
H -5.94 -1.17 1.85
H -7.52 -0.81 1.18
H -5.45 -2.61 -0.18
H -7.04 -2.18 -0.82
H -3.82 -1.65 0.86
H -1.70 -0.52 1.29
H -0.62 2.62 -0.41
H -0.83 2.24 1.31
H -0.36 0.03 -1.49
H 1.11 1.02 -1.65
H 1.73 -1.33 -1.84
H 0.84 -1.75 -0.36
H 3.04 -2.66 0.50
H 4.15 -1.43 -2.06
H 3.83 -3.16 -1.77
H 6.38 -1.83 -1.10
H 5.81 -3.32 -0.32
H 5.15 -0.46 0.53
H 5.12 -1.90 1.57
H 3.14 -0.03 1.83
H 1.60 -0.91 1.74
H 1.15 1.47 2.06
H 2.90 1.81 -0.41
H 3.28 2.26 1.24
H 2.75 4.32 0.35
H 1.19 3.86 1.06
H 1.86 3.53 -1.65
H -2.79 2.63 -1.35
H -4.94 1.50 -1.79
*
```

Calculated values
Structure (SMILES): CCOc1ccc(CN2CCN(C3CCC3)C[C@H]2CCO)cc1

ii.
This record from the OMol25 dataset describes one molecule with the formula C19H30N2O2. The level of theory is wB97M-V/def2-TZVPD.

Geometry as ORCA input:
```
! RIJCOSX wB97M-V def2-TZVPD def2/J DEFGRID3
* xyz 0 1
C -0.81 -4.72 -0.35
C -2.27 -4.33 -0.46
O -3.03 -4.95 -1.17
C -2.72 -3.17 0.35
C -4.09 -2.88 0.36
C -4.57 -1.81 1.09
C -3.69 -1.00 1.79
C -2.33 -1.27 1.78
C -1.33 -0.38 2.48
N -0.31 0.00 1.53
C 0.90 0.53 2.12
C 1.95 0.71 1.03
N 1.45 1.57 -0.01
C 2.47 1.96 -0.97
C 3.26 3.18 -0.48
C 4.35 3.53 -1.49
C 2.31 4.36 -0.28
C 0.21 1.08 -0.59
C 0.33 -0.25 -1.36
C -0.79 -0.42 -2.39
O -0.69 -1.63 -3.11
C -0.81 0.95 0.55
C -1.86 -2.36 1.07
H -0.63 -5.60 -0.96
H -0.17 -3.91 -0.68
H -0.56 -4.94 0.69
H -4.76 -3.52 -0.20
H -5.63 -1.60 1.10
H -4.07 -0.15 2.35
H -0.85 -0.95 3.29
H -1.84 0.49 2.94
H 1.26 -0.17 2.88
H 0.72 1.51 2.61
H 2.84 1.16 1.47
H 2.23 -0.29 0.64
H 3.17 1.14 -1.18
H 1.97 2.23 -1.91
H 3.72 2.94 0.47
H 5.04 2.70 -1.61
H 4.92 4.40 -1.14
H 3.92 3.77 -2.45
H 2.84 5.21 0.16
H 1.51 4.07 0.39
H 1.88 4.67 -1.22
H -0.14 1.85 -1.28
H 0.29 -1.07 -0.64
H 1.28 -0.30 -1.88
H -0.72 0.37 -3.14
H -1.77 -0.35 -1.90
H -0.88 -2.36 -2.52
H -1.76 0.58 0.15
H -0.98 1.94 1.00
H -0.79 -2.54 1.08
*
```

Calculated values
Structure (SMILES): CC(=O)c1cccc(CN2CCN(CC(C)C)[C@@H](CCO)C2)c1

Least stable of them? i.

i.
This record from the OMol25 dataset describes one molecule with the formula C7H10BrNO2S. The level of theory is wB97M-V/def2-TZVPD.

Geometry as ORCA input:
```
! RIJCOSX wB97M-V def2-TZVPD def2/J DEFGRID3
* xyz 0 1
C -3.03 0.62 -0.02
C -1.90 0.86 0.66
C -1.93 1.16 2.13
C -1.25 0.89 -1.90
C 1.63 0.38 -0.43
C -0.05 -1.43 0.18
C 0.37 0.03 0.36
N -0.67 0.98 0.04
O -2.71 0.67 2.89
O -1.00 2.06 2.51
S -2.87 0.25 -1.73
Br -1.06 2.73 -2.37
H -4.01 0.62 0.40
H -0.55 0.28 -2.44
H 1.53 0.08 -1.47
H 1.82 1.45 -0.39
H 2.48 -0.15 -0.01
H -0.29 -1.63 -0.87
H -0.93 -1.64 0.78
H 0.76 -2.09 0.48
H 0.59 0.19 1.43
H -0.50 2.39 1.75
*
```

ii.
This record from the OMol25 dataset describes one molecule with the formula C7H10BrNO2S. The level of theory is wB97M-V/def2-TZVPD.

Geometry as ORCA input:
```
! RIJCOSX wB97M-V def2-TZVPD def2/J DEFGRID3
* xyz 0 1
C 0.99 -1.23 -1.12
C 0.55 -0.97 0.40
C -0.76 -0.23 0.42
S -2.40 -1.29 0.06
N -3.20 -1.08 1.56
O -3.21 -0.73 -0.99
O -1.88 -2.64 0.00
C -0.81 1.09 0.22
C 0.42 1.95 0.40
C 1.55 1.34 0.85
C 1.40 -0.07 1.29
Br 0.54 -0.13 3.11
H 2.01 -1.11 -1.19
H 0.45 -0.59 -1.77
H 0.75 -2.17 -1.43
H 0.47 -1.91 0.92
H -3.30 -1.92 2.02
H -4.01 -0.47 1.52
H -1.67 1.73 0.01
H 0.49 3.00 0.44
H 2.46 1.95 1.17
H 2.42 -0.52 1.47
*
```

Calculated values
Structure (SMILES): C[C@@H]1C(S(N)(=O)=O)=CC=C[C@H]1Br

Least stable of them? ii.